(1)
56
Properties=species:S:1:pos:R:3 method="wB97M-V/def2-TZVPD" relative_energy_kj_mol=0.0 homo_ev=-11.51 gap_ev=7.19 charge=+1
H -2.01101 -6.14502 0.35730
C -5.04081 1.81536 0.77719
N 0.73212 2.34900 5.45576
H -5.17662 -0.26738 1.21142
H 2.61779 3.66253 -1.91282
H 0.06140 -6.44951 -0.93628
O -1.45130 0.96905 -1.09989
C -1.35332 -2.89880 -0.29502
C -3.10923 2.53645 -0.46899
H -3.73097 -1.91093 0.33746
C 2.11177 4.42961 0.04928
Hf -0.06399 -0.07353 -0.05706
C -4.30088 2.82528 0.16364
H 2.17385 -1.14547 -2.35811
C -0.33080 -5.45891 -0.75008
H 2.70673 5.32754 -0.04750
C 0.66784 3.01903 1.32134
N 4.12921 0.75313 -2.48063
C -0.11326 0.14702 3.04274
C 2.18220 -3.29537 -2.44038
C -0.13150 -3.04915 -1.00071
N -1.75597 -1.55076 -0.16295
C 0.56419 1.38609 4.84572
C -2.00449 -3.99946 0.19629
H 1.97403 -5.40936 -2.22730
H 2.04314 1.11302 -2.22071
C 4.25709 0.55855 0.06744
C 2.07059 3.51149 -0.99298
C 1.56345 -4.43307 -2.00337
N 2.01485 -0.47531 0.58884
N 1.16435 1.28019 -1.72686
C 1.64557 -2.04894 -2.08303
H 0.43386 1.49194 -2.40541
N 0.64850 2.12522 0.32800
C -2.61265 1.23162 -0.48272
N 0.52961 -1.91213 -1.38931
H 1.40954 4.89002 2.03597
C -2.95754 -1.17688 0.11284
C -1.48295 -5.28837 -0.03638
C 5.17292 1.17215 0.95526
H 0.11165 2.77242 2.21614
H -4.67488 3.83978 0.17837
C 3.08610 -0.01432 0.47135
C -3.36242 0.20701 0.14171
N 5.90948 1.66768 1.68588
C 4.29185 0.68968 -1.33810
C -4.59024 0.51673 0.75153
H -2.91643 -3.89567 0.76782
H -2.54563 3.31403 -0.96552
N -0.58484 -0.07937 1.97117
N 0.39778 0.26678 4.15765
C 1.30647 2.37964 -0.80072
H 3.09037 -3.32455 -3.02403
C 1.39403 4.19115 1.21294
C 0.37296 -4.33728 -1.24754
Cl -6.53353 2.20028 1.55334

(2)
16
Properties=species:S:1:pos:R:3 method="wB97M-V/def2-TZVPD" relative_energy_kj_mol=195.0 homo_ev=-9.14 gap_ev=10.26 smiles=CO[C@@H]1C[C@@H]1C
H 1.21228 2.64397 -0.89446
H 1.03773 1.59380 0.66868
H -1.11022 -1.07321 -0.93005
C -0.68779 -1.51266 1.64918
C 1.00633 -0.46362 -1.02219
H -0.16924 0.99949 -2.15100
H 1.19140 -1.16460 -1.79620
C 0.52963 2.00029 -0.25907
H 0.36122 -1.91686 1.90526
C -0.40930 -0.41235 -0.45020
H -1.32188 -2.26581 1.06557
H -1.28151 -1.31393 2.62465
O -0.62815 -0.27853 0.89587
C 0.17366 0.80943 -1.15925
H -0.38782 2.55723 0.08893
H 1.81806 -0.35836 -0.29912

(3)
119
Properties=species:S:1:pos:R:3 method="wB97M-V/def2-TZVPD" relative_energy_kj_mol=60.8 homo_ev=-6.97 gap_ev=7.14
H -1.15624 4.19519 -2.88553
C 1.64002 -2.58140 1.66338
N 3.04341 0.47786 0.63265
C 2.13782 5.13702 -2.60995
C 3.02067 4.14999 -3.01384
H 0.94267 -1.62745 -1.29719
C 2.21080 -3.80965 1.96136
H -3.12930 -0.63197 3.79114
C -3.60634 -3.08789 -0.03114
C 0.59885 -2.12539 -2.20101
H 4.87588 2.69310 -4.49460
C 3.79493 1.12971 3.72414
H 0.70248 4.06272 0.96321
H 3.83046 3.86777 -2.35173
C 3.28174 -0.41208 -0.32969
C -0.16756 4.32900 -0.98278
H 1.41295 -2.15429 -2.92810
H -6.09430 -5.46400 2.07882
C -0.38897 6.72086 -1.76690
C -1.12033 -1.16947 6.06769
H 4.95060 2.99554 -0.49693
H 3.70469 2.12052 -5.68500
C -0.37689 2.30199 -2.22879
N -0.30674 5.72315 -0.81718
C -1.76203 -0.54930 -6.33041
C 3.42537 2.57642 1.75714
H 1.73220 3.45185 -6.04577
N 4.19292 2.15284 2.92014
C 0.27140 1.65177 -1.19168
H -0.06551 -5.80813 0.48637
C -2.79775 -0.41496 -2.65825
O -0.90097 7.79346 -1.50580
C -0.65208 -1.61728 4.82808
C -0.65743 -1.28149 -4.17866
H 2.37208 2.57093 2.02930
C 0.43132 -4.90408 0.82360
H 3.65848 1.50357 -4.03302
C -5.67468 -4.70896 2.74439
S -1.05069 0.56900 6.10713
C -3.44237 -1.71812 1.96148
H -0.51068 6.07262 0.10480
C 3.83403 2.39770 -4.63856
C 0.43899 -2.46305 0.93005
C -4.79794 -3.73745 1.99249
C -4.46657 -3.93944 0.66098
H -1.89526 -4.12294 7.48662
C 4.71874 0.78880 4.86402
H -1.68283 -1.52071 -6.82378
H 2.79089 -1.37312 -0.21945
C -3.08227 -0.45474 2.71698
H 0.53260 0.60528 -1.26568
H -4.88065 -4.79629 0.13684
C 1.61467 -4.99256 1.54608
C -4.29069 -2.60634 2.61627
C 3.64714 1.66952 0.57085
C -1.74478 -0.70256 -4.82940
H -2.10117 -0.06262 2.49575
C -0.65293 -2.98093 4.53647
H -5.10149 -5.22419 3.51953
C -0.14074 -3.67555 0.52166
S -0.09739 2.04348 3.60083
N 0.62011 2.26952 -0.06448
H -6.49963 -4.19386 3.24049
H -2.32143 -3.27717 -1.79524
C -4.02320 0.10134 -1.92505
C -1.69353 -0.99709 -2.01803
H -0.18776 7.13067 -3.69341
C -1.10344 -3.86435 5.50071
H -0.70263 1.74163 -3.09865
C -1.56716 -2.05759 7.04164
C -2.80667 -0.28259 -4.04669
H -4.07400 -0.17921 -0.87976
Cd 0.76341 0.36421 1.88976
H -0.31084 -3.32711 3.56634
N 0.10805 6.44568 -3.01842
C -3.36156 -3.40219 -1.49302
H 5.35536 1.34314 -2.32365
H -2.68327 -0.07293 -6.67073
C -0.41811 0.58160 4.47817
O 2.76382 0.50773 3.52860
H 3.71241 3.59904 1.51942
N -0.25872 -0.60324 3.95838
H -1.11313 -4.92618 5.28304
H -3.80378 0.33183 2.47777
C 1.85256 3.91731 -5.07322
H 2.26883 5.62922 -1.65256
H 5.22027 1.66973 5.26644
H -3.67591 0.16869 -4.52004
H 5.09774 2.55825 3.07767
H -1.92224 -1.70053 8.00160
C 0.94805 4.89244 -4.67066
H 0.36713 -3.15571 -1.91166
H 2.05854 -5.95183 1.77981
H 0.18770 -1.62957 -4.76838
C 4.48215 2.01739 -0.47679
H 4.13950 0.30427 5.64539
H 4.25814 -0.89937 -2.17824
C 2.88961 3.50779 -4.24266
H 5.47518 0.08539 4.50906
H -0.92052 0.05849 -6.67291
C -3.04091 -1.99089 0.63671
H -3.95035 -2.74346 -2.13848
H 2.14157 -1.69371 2.04042
C 4.10442 -0.14643 -1.41564
N -0.07391 -1.19289 0.65930
H -4.06840 1.19233 -1.97354
As -1.70132 -0.70715 -0.06550
H 0.12632 5.17658 -5.31909
C 0.42044 3.58273 0.02730
H -3.65858 -4.42927 -1.70743
C 1.07146 5.48992 -3.42555
H -1.06182 -3.65366 -0.02824
H -4.92716 -0.28375 -2.40041
C -1.55310 -3.41077 6.74603
C -0.61144 -1.44073 -2.79530
C -0.62572 3.65530 -2.10872
H 3.12747 -3.83612 2.54019
C 4.70829 1.09483 -1.49017
H -4.56147 -2.40095 3.64873

(4)
66
Properties=species:S:1:pos:R:3 method="wB97M-V/def2-TZVPD" relative_energy_kj_mol=153.0 homo_ev=-9.80 gap_ev=10.36 smiles=CC(C)O.CC(C)O.CC(C)O.CC(C)O.CC(C)O.CO
H 2.17201 0.17514 1.61646
C 3.12528 -1.53249 1.05117
C 5.31812 1.15605 -0.90646
H -3.91614 -1.52854 -3.35869
H -2.92738 -4.50874 -0.30530
H 2.34789 0.83148 4.99515
H 0.64899 -4.34729 0.25399
O 0.21176 -4.78152 0.97559
H 1.01352 0.40889 5.97270
H 0.91642 2.44971 -2.02907
H 0.58737 2.60220 4.35445
C -4.40483 -0.22935 -1.71895
H -5.17097 -0.77510 0.22714
C -0.58558 -5.92495 -1.00500
C -3.47201 -0.67586 -2.79157
H 4.13290 -1.63785 0.61336
H -1.42098 -6.25011 -1.58235
H 6.21730 1.66240 -0.64639
H -2.30859 -3.79071 1.20775
H -0.14032 -5.15263 -1.68664
H -1.56212 -3.48392 -0.35964
H -2.48049 -0.96992 -2.42159
O 2.85001 1.42286 -1.45929
C -0.96380 2.62110 -0.34176
H 0.07272 -6.74600 -0.92815
H 5.06559 3.86473 -1.58990
H -3.76358 -1.64857 -0.32428
C -4.67244 -1.26327 -0.59189
C -2.02769 -4.24642 0.25707
H -5.30842 0.16954 -2.04529
H 5.09947 0.41508 -0.14341
H -1.54117 4.84466 -1.88568
O 0.29469 3.06126 -2.45614
H -1.10967 -6.15103 1.05012
C 4.31656 3.17321 -2.04159
H -1.61834 4.02113 -3.35736
H 3.18092 -1.94476 2.09509
H -2.90107 3.83317 -2.21323
H -1.54494 1.77938 3.42862
H 1.15104 -0.37614 4.38906
H -1.93196 2.44861 0.08998
O -3.81376 0.90956 -1.12572
H -0.40239 1.72422 -0.00484
H -5.26716 -2.05641 -1.06695
C -1.79530 3.92406 -2.28524
H -1.15867 0.16908 3.67660
H 5.57701 0.62036 -1.84553
C -0.99529 1.16968 4.08388
H 0.55695 2.00829 2.25796
C -0.95705 -5.32251 0.37964
H 3.98307 2.54166 -0.06390
H -0.50653 3.57532 -0.04719
O 1.00238 1.29345 2.74431
H 2.74495 0.67777 -0.85921
C -0.95436 2.75977 -1.86876
H -3.73354 1.59121 -1.76649
C 4.08488 2.04860 -1.03919
H -3.37488 0.10240 -3.57014
H -1.38548 1.16741 5.12729
H 3.35008 3.66652 -2.13728
O 2.73062 -0.12443 0.88046
H -1.44983 1.83335 -2.25230
H 2.41747 -2.13478 0.47209
C 0.52078 1.53248 4.05121
H 4.56829 2.77008 -3.02520
C 1.30769 0.57745 4.89640

(5)
112
Properties=species:S:1:pos:R:3 method="wB97M-V/def2-TZVPD" homo_ev=-6.76 gap_ev=8.40 charge=-1
N -11.86153 -38.43920 1.66656
H -6.79011 -32.34829 11.77330
H -12.38274 -24.37059 9.54961
O -4.58578 -30.98676 10.06177
O -12.09151 -40.11815 0.32406
F -13.76115 -32.69803 -0.26177
O -14.65492 -28.92837 4.02645
F -9.66489 -31.03614 5.75712
H -6.86739 -30.70374 11.01452
H -12.06171 -39.05059 2.44517
H -18.00749 -36.15414 -0.29281
N -6.54522 -29.36956 -2.38138
H -5.20698 -33.26111 12.04168
H -10.05468 -33.89895 -7.70423
H -18.04297 -39.26257 0.95978
O -11.18269 -33.59784 -5.50934
C -10.55654 -32.77827 -6.14121
H -14.81940 -38.62934 7.90041
H -3.77509 -32.99927 11.12224
H -3.44325 -33.07052 5.07401
H -5.96153 -29.89012 -3.02047
C -4.06943 -34.88763 4.71989
C -13.23994 -37.38728 8.19463
H -19.55923 -32.27638 -2.67866
H -10.84902 -34.38166 10.56367
O -13.36748 -24.59331 6.66725
H -5.25695 -24.84735 4.36736
N -13.89777 -38.47769 8.28473
H -13.95734 -29.55869 3.84668
N -20.99480 -30.85664 -4.94334
C -20.01733 -31.50111 -4.41188
H -11.43653 -25.00159 8.23026
N -11.59246 -30.87973 2.51736
H -11.21675 -27.63824 2.76616
H -7.52282 -35.32154 -2.38977
N -2.87355 -35.24651 5.00990
O -10.90561 -33.58888 11.09708
H -21.21972 -31.74111 -2.79494
H -2.19282 -34.56130 5.30517
C -5.96813 -36.68864 -2.00546
N -5.48462 -27.19243 6.19156
C -5.21511 -31.72014 10.80445
H -14.76245 -22.98704 7.86649
H -11.90783 -37.43067 1.69552
H -20.91220 -30.42398 -5.85224
N -14.10929 -36.49891 7.86069
N -9.94513 -32.96980 -7.32374
N -11.36865 -38.26185 -0.48399
N -12.18716 -24.41150 8.55957
H -6.04966 -28.00415 6.39634
H -4.95714 -33.30181 4.22627
N -6.83791 -35.98269 -2.72723
O -10.70545 -33.16898 3.19500
N -14.10434 -23.40140 8.51092
F -13.71130 -33.11281 1.97881
N -10.36191 -31.53333 -5.75487
O -10.82162 -32.76458 0.59970
H -2.62825 -36.22203 4.91876
N -18.85494 -36.41121 0.19284
H -5.45527 -37.13489 -0.15872
N -6.40639 -31.56865 11.25849
H -10.38498 -26.37766 2.87101
N -18.05185 -38.36085 0.50489
N -4.75811 -32.81059 11.25704
O -20.03933 -37.79259 1.48266
H -13.97110 -23.06594 9.45422
N -4.20263 -33.67134 4.78686
H -11.01630 -37.31532 -0.47856
O -18.85933 -31.61208 -4.85532
O -12.13226 -37.18577 8.61119
H -9.14715 -32.42670 -7.62100
H -6.90837 -28.21349 0.25170
H -4.17151 -25.30451 5.67954
H -13.84823 -35.52503 7.91987
F -14.32851 -31.18321 1.04749
N -7.11718 -28.26440 -0.73517
H -17.21213 -38.17489 -0.02463
O -5.12268 -29.08760 -0.64020
O -6.97847 -26.36865 4.74023
H -15.37309 -29.45767 4.37329
O -11.27273 -26.68581 2.68887
C -19.05416 -37.56968 0.82527
N -20.33890 -31.96066 -3.23771
H -8.00884 -28.02475 -1.14458
F -11.46275 -32.24345 5.66786
H -13.46846 -39.22480 8.81163
H -10.70681 -32.87627 10.48970
H -21.82353 -30.95535 -4.37452
H -7.13843 -36.81824 -0.45988
C -5.89322 -26.38559 5.27917
H -19.47820 -35.64677 0.41025
F -11.45137 -30.03610 5.20897
O -4.88352 -37.03125 -2.47266
H -6.56579 -35.91364 -3.69742
H -4.57104 -27.18804 6.62220
H -10.61709 -31.33764 -4.79743
O -9.16244 -31.22546 2.78634
H -7.54918 -29.47080 -2.42503
S -10.52724 -31.71440 3.15654
C -11.74979 -38.97166 0.51552
N -5.01731 -25.44479 5.14565
C -6.20568 -28.98899 -1.21503
C -10.77942 -31.24309 5.10527
O -11.61669 -30.69108 -0.13375
H -10.33592 -30.79695 -6.44564
C -13.51789 -32.23000 0.95484
S -11.67699 -31.65909 0.93997
N -6.17934 -36.79550 -0.77567
H -15.06208 -36.76583 7.65806
O -5.00482 -35.61254 4.38031
C -13.21229 -24.18324 7.83204
H -11.43072 -38.80456 -1.33353

(6)
16
Properties=species:S:1:pos:R:3 method="wB97M-V/def2-TZVPD" relative_energy_kj_mol=474.6 homo_ev=-13.05 gap_ev=8.59 charge=+1
C -3.20981 0.86326 -2.51943
H 1.17558 1.39323 0.12492
C 1.63408 -0.96197 2.50062
S 1.16403 -1.01959 -1.06450
C -0.18129 -0.43340 -1.71283
H 0.49189 -1.10260 2.70026
N -1.24701 -0.25342 -2.22399
H -0.08193 -0.03866 0.70123
C 0.90989 0.32103 0.52826
H -3.30259 1.41039 -1.57799
H 2.62290 0.77913 1.51872
N 1.84157 0.08461 1.43984
H 2.13745 -0.54120 3.36332
H 2.22224 -1.89827 2.41425
H -3.94811 1.21546 -3.29785
N -2.22889 0.18200 -2.89484

(7)
16
Properties=species:S:1:pos:R:3 method="wB97M-V/def2-TZVPD" relative_energy_kj_mol=114.6 homo_ev=-8.57 gap_ev=9.59 smiles="C=C(C)CSC"
H -1.64394 -2.12583 -0.46583
C 3.06735 -0.05664 -0.01216
H 0.23394 0.24459 1.47530
H 3.42390 0.71616 0.72773
C -1.20014 -0.14917 -0.00503
H -2.14347 1.60256 0.90396
H 3.73979 0.08029 -0.90143
C -1.77122 1.27902 -0.06447
H -1.10944 2.03338 -0.50605
H -2.90324 -1.01724 -1.01909
C -1.98630 -1.10413 -0.47687
H -2.60289 1.23873 -0.81696
C 0.14558 -0.37071 0.58313
S 1.35900 0.20727 -0.65341
H 0.20462 -1.44923 0.79189
H 3.18644 -1.12903 0.43928

(8)
15
Properties=species:S:1:pos:R:3 method="wB97M-V/def2-TZVPD" relative_energy_kj_mol=0.0 homo_ev="-15.00 / -14.94" gap_ev="11.50 / 8.46" spin_multiplicity=2 charge=+1
C 2.82234 -3.99577 5.02787
H 0.06564 4.96493 4.39324
H -0.99726 5.36773 2.15406
O 2.13402 1.98306 3.17108
C -0.11123 5.93984 2.45683
O 1.09623 3.92918 2.90804
C 1.79389 3.10039 3.59928
O 2.82650 -5.03133 5.53270
H 1.57577 5.74081 3.81101
C 0.67141 5.19884 3.50745
O 2.89098 -2.95638 4.50792
K 3.13334 -0.51553 3.54986
H -0.43864 6.89920 2.87665
H 0.51109 6.13843 1.57510
O 2.16965 3.30705 4.79512

(9)
17
Properties=species:S:1:pos:R:3 method="wB97M-V/def2-TZVPD" relative_energy_kj_mol=126.0 homo_ev=-8.58 gap_ev=9.54 smiles=CSC.CC
C -1.29041 -1.90706 -1.02584
H 0.88222 3.16329 1.31551
H -1.52029 2.46638 1.92891
H -0.52498 1.14188 2.34283
C 0.38582 2.39858 0.69769
H 1.75917 -1.03010 -1.74296
C 1.58195 -1.69135 -0.94763
H 2.53788 -1.57057 -0.30607
C -0.82853 1.78740 1.55906
H -1.45834 1.24950 0.98195
H 1.14401 1.58049 0.68676
H 1.73212 -2.78843 -1.37258
H -2.14982 -2.31876 -0.42734
H -0.99928 -2.72394 -1.74143
H 0.12523 2.87353 -0.29272
H -1.55462 -1.02938 -1.78195
S 0.17786 -1.60143 0.12581

(10)
9
Properties=species:S:1:pos:R:3 method="wB97M-V/def2-TZVPD" relative_energy_kj_mol=0.0 homo_ev=-4.49 gap_ev=9.32 charge=-1
N -1.06168 -0.72731 0.20892
N -3.30676 0.21944 -0.01249
H 2.93884 -0.07724 0.48342
C -2.20886 -0.17229 -0.02402
N 0.13033 1.10800 -0.36826
O 2.69380 -0.90888 0.12329
H -0.89338 1.37302 -0.47328
N 0.02865 -0.07559 0.11609
H 1.67906 -0.73914 -0.05367